C44H79ClN9O2 | the ωB97M-V functional and the def2-TZVPD basis

```
135
Properties=species:S:1:pos:R:3:forces:R:3
C 0.438 -0.601 -0.302 -0.305 -0.754 0.190
C -0.417 -1.716 -0.907 -0.027 -0.228 0.256
C -1.931 -1.441 -0.959 0.648 0.226 0.137
C -2.344 -0.009 -1.260 -0.778 0.063 -0.097
C -3.845 0.228 -0.990 0.302 0.194 -0.532
C -4.767 -0.626 -1.883 -0.470 0.334 0.217
C -5.867 -1.443 -1.164 0.546 -0.269 -0.358
C -5.471 -2.128 0.157 -0.814 -0.371 -0.056
C -5.639 -3.657 0.127 0.640 0.235 -0.110
C -4.713 -4.299 -0.904 0.164 -0.238 0.553
N -4.497 -5.728 -0.609 0.495 0.547 -0.189
C -3.492 -6.281 -1.522 -0.687 0.190 -0.287
Cl -1.936 -6.571 -0.631 0.091 -0.033 0.044
C -3.912 -7.567 -2.316 0.111 -0.464 -0.231
O -4.838 -8.239 -1.836 0.154 0.077 -0.017
O -3.251 -7.732 -3.371 -0.180 0.190 0.395
H 0.540 0.238 -0.976 0.024 0.119 0.215
H -0.017 -0.318 0.650 0.113 0.246 0.028
H 1.420 -1.028 -0.086 0.161 0.291 0.016
H -0.292 -2.588 -0.258 -0.037 -0.110 -0.085
H -0.036 -2.028 -1.882 0.014 0.272 -0.128
H -2.317 -1.684 0.030 -0.147 -0.116 0.000
H -2.361 -2.136 -1.678 -0.221 0.000 0.050
H -1.791 0.711 -0.653 0.204 -0.085 0.012
H -2.181 0.260 -2.308 0.270 -0.078 -0.021
H -4.027 1.280 -1.236 -0.090 0.063 0.162
H -4.065 0.115 0.072 0.000 -0.156 0.056
H -5.285 0.067 -2.550 0.053 -0.149 -0.154
H -4.190 -1.271 -2.545 0.168 -0.123 0.174
H -6.157 -2.238 -1.855 -0.200 0.095 -0.085
H -6.752 -0.815 -1.053 -0.016 0.043 0.269
H -4.443 -1.930 0.448 0.043 0.199 -0.010
H -6.136 -1.762 0.945 0.242 0.164 0.168
H -5.295 -4.019 1.101 -0.304 -0.148 0.101
H -6.678 -3.947 -0.025 -0.041 -0.089 0.036
H -3.750 -3.775 -0.819 0.014 0.202 -0.310
H -5.094 -4.183 -1.917 0.005 -0.064 -0.074
H -4.053 -5.714 0.303 -0.323 -0.386 0.152
H -3.243 -5.529 -2.270 0.168 -0.031 -0.038
C 0.468 -0.076 4.624 -0.033 0.013 0.033
C -0.512 0.883 3.959 0.136 -0.252 0.273
C -1.934 0.316 3.887 0.177 0.033 0.027
C -1.939 -0.919 3.105 -0.195 0.256 -0.065
N -1.909 -1.851 2.438 0.005 -0.305 0.040
H 0.565 -1.007 4.062 -0.045 -0.001 -0.006
H 1.460 0.374 4.685 -0.007 0.001 0.031
H 0.143 -0.321 5.639 0.040 -0.008 0.011
H -0.172 1.113 2.955 -0.036 0.049 -0.092
H -0.535 1.822 4.510 -0.077 0.046 -0.052
H -2.598 1.036 3.407 -0.059 -0.055 -0.019
H -2.329 0.106 4.883 0.024 0.028 0.021
C 5.578 -3.984 -2.195 0.047 -0.024 0.064
C 4.236 -4.113 -1.486 0.163 -0.035 -0.062
C 3.204 -3.091 -1.976 0.049 -0.060 0.161
C 3.666 -1.722 -1.741 -0.181 -0.083 -0.105
N 4.041 -0.655 -1.550 0.164 0.175 0.069
H 6.031 -3.008 -2.009 -0.045 0.030 -0.042
H 6.272 -4.746 -1.840 -0.017 -0.031 -0.034
H 5.467 -4.107 -3.275 -0.003 0.017 -0.005
H 4.379 -3.994 -0.411 -0.060 -0.002 0.014
H 3.835 -5.115 -1.644 -0.080 0.027 0.007
H 2.253 -3.222 -1.457 -0.039 0.040 -0.046
H 3.018 -3.213 -3.044 -0.028 0.020 -0.012
C -0.458 -2.814 7.826 0.006 -0.018 -0.010
C -1.734 -2.973 8.643 0.165 -0.028 -0.037
C -2.873 -2.084 8.128 0.124 -0.085 0.107
C -2.514 -0.666 8.189 -0.174 -0.152 -0.046
N -2.231 0.444 8.242 0.096 0.198 -0.001
H -0.071 -1.796 7.889 -0.033 0.017 -0.020
H 0.321 -3.484 8.189 -0.010 -0.022 -0.017
H -0.641 -3.045 6.775 0.041 0.008 -0.015
H -1.531 -2.740 9.690 -0.076 0.022 0.012
H -2.065 -4.012 8.606 -0.075 0.022 -0.004
H -3.775 -2.233 8.722 -0.039 0.028 -0.035
H -3.109 -2.333 7.092 -0.016 0.003 -0.013
C -5.122 5.633 -2.125 -0.028 0.032 -0.020
C -6.514 5.069 -2.386 0.117 0.126 0.034
C -6.580 3.548 -2.216 -0.021 0.159 -0.075
C -5.680 2.870 -3.149 -0.136 -0.052 0.217
N -4.969 2.332 -3.868 0.121 0.026 -0.237
H -4.395 5.238 -2.836 0.001 -0.049 0.020
H -5.124 6.719 -2.226 0.002 0.003 0.020
H -4.781 5.388 -1.118 0.015 -0.010 -0.004
H -6.832 5.335 -3.396 -0.045 -0.039 -0.002
H -7.227 5.526 -1.697 -0.045 -0.065 -0.003
H -7.592 3.184 -2.394 0.001 -0.048 0.024
H -6.296 3.263 -1.202 0.016 -0.045 0.004
C -1.894 1.967 -5.393 0.047 0.065 -0.030
C -0.597 2.760 -5.299 -0.210 -0.009 -0.045
C 0.648 1.869 -5.274 -0.092 0.105 0.041
C 0.630 0.983 -4.111 0.143 0.143 -0.141
N 0.611 0.326 -3.171 0.027 -0.113 -0.252
H -2.032 1.316 -4.529 0.012 -0.009 -0.001
H -2.752 2.636 -5.429 -0.037 -0.041 0.006
H -1.909 1.346 -6.292 0.001 -0.016 0.005
H -0.612 3.379 -4.399 0.052 0.007 0.002
H -0.523 3.439 -6.152 0.098 -0.003 0.008
H 1.554 2.475 -5.222 0.044 -0.047 -0.012
H 0.703 1.258 -6.177 0.002 -0.017 0.000
C 10.837 -4.487 -0.902 -0.015 0.032 -0.011
C 9.799 -3.731 -0.080 0.139 -0.008 -0.113
C 9.039 -4.636 0.897 0.043 0.106 -0.129
C 8.312 -5.688 0.187 0.002 0.134 0.199
N 7.727 -6.490 -0.385 -0.055 -0.187 -0.132
H 10.369 -5.248 -1.528 -0.013 -0.025 0.034
H 11.374 -3.805 -1.560 0.016 -0.002 0.010
H 11.568 -4.979 -0.256 0.002 -0.011 -0.005
H 9.088 -3.246 -0.749 -0.044 0.008 0.046
H 10.291 -2.942 0.491 -0.061 -0.002 0.056
H 8.319 -4.054 1.474 -0.016 -0.036 0.035
H 9.729 -5.107 1.599 -0.004 -0.011 0.015
C 2.210 2.717 -0.874 -0.007 0.052 0.065
C 2.741 3.935 -0.125 -0.069 -0.235 -0.110
C 2.735 3.746 1.399 -0.029 0.030 -0.230
C 1.379 3.517 1.897 0.209 0.029 0.075
N 0.312 3.348 2.282 -0.172 0.191 -0.045
H 1.168 2.515 -0.621 0.003 -0.012 0.026
H 2.260 2.881 -1.950 0.021 -0.001 -0.017
H 2.791 1.821 -0.651 0.003 -0.043 -0.024
H 2.144 4.809 -0.383 0.041 0.061 0.051
H 3.761 4.144 -0.445 0.015 0.069 0.066
H 3.134 4.632 1.897 0.002 -0.022 0.053
H 3.355 2.894 1.682 -0.015 -0.021 0.007
C 3.992 8.347 1.352 0.028 0.020 -0.006
C 3.971 9.299 0.161 0.038 -0.044 0.174
C 2.987 8.862 -0.930 0.166 0.040 0.104
C 3.336 7.543 -1.458 -0.181 0.185 -0.054
N 3.609 6.510 -1.873 0.136 -0.126 -0.112
H 4.322 7.350 1.055 -0.034 -0.007 -0.027
H 4.680 8.706 2.117 -0.015 0.002 0.013
H 3.002 8.259 1.803 -0.002 -0.012 0.002
H 4.973 9.372 -0.264 -0.020 0.023 -0.052
H 3.693 10.299 0.499 -0.032 0.015 -0.069
H 2.987 9.573 -1.756 -0.040 -0.013 -0.023
H 1.972 8.814 -0.530 -0.019 -0.014 -0.015
```
Positions in Å, forces in eV/Å.

The charge is -1. The calculation puts the total energy at -76937.915 eV.

Mulliken population analysis, charges in e, atoms 1 to 5: atom 1 (C): -0.2212, atom 2 (C): -1.1046, atom 3 (C): 0.6654, atom 4 (C): 0.3910, atom 5 (C): -0.6473


C3H6NOS | the ωB97M-V functional and the def2-TZVPD basis

```
12
Properties=species:S:1:pos:R:3:forces:R:3
C 0.832 0.293 -0.234 0.203 -3.083 0.323
C 0.567 -0.172 1.230 0.144 1.351 0.405
S 1.856 0.413 2.397 0.053 -0.045 -0.195
C -0.298 -0.183 -1.181 0.442 2.646 -1.246
N -1.546 -0.282 -0.615 -0.630 -0.399 0.852
O -0.188 -0.173 -2.403 0.469 -1.197 0.398
H 1.016 1.360 -0.334 -0.201 0.043 0.163
H 1.766 -0.243 -0.532 -0.569 0.620 -0.210
H -0.351 0.376 1.493 -0.031 -0.630 0.360
H 0.446 -1.270 1.402 -0.163 0.838 -0.788
H -2.310 -0.644 -1.162 0.230 0.290 -0.525
H -1.792 0.525 -0.060 0.052 -0.435 0.461
```
Positions in Å, forces in eV/Å.

The charge is -1. The energy relative to the best compared isomer or geometry (same formula, charge and spin) is 1.0872 eV. The calculation puts the total energy at -17581.978 eV.

natural (NBO) population analysis, charges in e, atoms 1 to 5: atom 1 (C): -0.5254, atom 2 (C): -0.5208, atom 3 (S): -0.7301, atom 4 (C): 0.6890, atom 5 (N): -0.8602


C36H31FNO4 | the ωB97M-V functional and the def2-TZVPD basis

```
73
Properties=species:S:1:pos:R:3:forces:R:3
C 3.628 1.706 1.853 -0.335 0.478 -0.645
C 3.820 1.756 0.641 -1.667 -1.654 -0.089
C 3.573 1.440 -0.887 1.224 1.582 0.718
C 2.050 1.576 -1.310 0.220 0.240 0.179
C 1.008 0.880 -0.342 -0.641 1.835 0.009
N 0.463 -0.449 -0.821 -0.103 -0.375 0.459
C 1.460 -1.350 -1.489 0.644 -2.065 -0.315
C 2.643 -1.818 -0.502 0.018 -0.719 -2.259
C 3.859 -2.287 -1.437 -0.054 0.968 0.180
F 2.151 -2.997 0.138 0.390 1.693 0.012
H 3.330 1.775 2.936 0.863 -0.080 -1.770
H 4.132 2.267 -1.442 -0.733 -1.189 0.490
H 4.073 0.479 -1.212 -0.705 1.015 0.668
H 1.945 1.241 -2.396 0.001 0.321 1.461
H 1.804 2.686 -1.317 0.261 -1.438 0.136
H 0.109 1.581 -0.283 1.068 -1.079 0.018
H 1.355 0.736 0.719 0.062 0.225 -1.276
H 0.145 -0.952 0.031 0.094 0.222 -0.607
H -0.395 -0.329 -1.395 0.704 -0.015 0.017
H 1.854 -0.953 -2.471 -0.620 0.018 1.411
H 0.903 -2.313 -1.745 0.673 1.283 0.291
H 2.937 -0.998 0.216 -0.343 -1.197 -0.386
H 3.969 -1.533 -2.286 -0.005 -0.936 1.093
H 4.835 -2.283 -0.852 -1.341 -0.273 -0.763
H 3.651 -3.289 -1.922 0.179 1.119 0.849
C -1.404 -4.928 -9.011 -0.031 0.079 0.100
C -2.669 -5.361 -8.622 0.029 0.124 0.082
C -3.360 -4.685 -7.625 -0.027 -0.170 -0.129
C -2.783 -3.580 -7.005 0.164 -0.087 -0.130
C -1.504 -3.160 -7.379 -0.112 -0.140 -0.069
C -0.822 -3.830 -8.392 0.037 -0.147 -0.129
C -0.858 -2.016 -6.694 0.706 0.011 -0.477
O 0.255 -1.645 -7.020 -0.161 0.025 0.214
C -1.586 -1.332 -5.596 -0.158 0.140 0.264
C -0.969 -0.292 -4.905 0.100 0.158 0.248
C -1.647 0.363 -3.885 0.052 -0.234 0.021
C -2.949 -0.013 -3.556 0.008 -0.106 0.017
C -3.564 -1.053 -4.240 0.001 0.134 0.169
C -2.881 -1.721 -5.255 0.147 0.328 0.216
C -3.536 -2.855 -5.955 -0.788 -0.470 -0.042
O -4.670 -3.185 -5.665 0.237 0.165 0.064
H -0.869 -5.451 -9.796 -0.040 0.054 0.066
H -3.117 -6.226 -9.098 0.026 0.082 0.038
H -4.347 -5.024 -7.329 0.088 0.167 0.057
H 0.166 -3.501 -8.695 -0.107 0.071 0.139
H 0.043 0.007 -5.159 -0.113 -0.121 -0.177
H -1.161 1.171 -3.344 -0.062 0.081 -0.121
H -3.480 0.503 -2.764 -0.004 -0.021 -0.095
H -4.575 -1.345 -3.978 0.108 -0.091 -0.153
C 0.744 0.187 4.353 -0.050 0.177 0.148
C 1.209 -0.469 5.490 -0.020 0.048 0.050
C 1.000 0.085 6.746 0.085 -0.171 -0.142
C 0.335 1.304 6.867 0.076 -0.148 -0.345
C -0.108 1.972 5.727 0.124 -0.233 -0.005
C 0.088 1.404 4.470 0.129 -0.208 -0.192
C -0.773 3.294 5.837 -0.323 0.521 -0.492
O -1.163 3.873 4.839 0.108 -0.175 0.078
C -0.946 3.898 7.178 -0.004 0.095 0.205
C -1.517 5.164 7.295 -0.077 0.180 0.106
C -1.695 5.733 8.549 0.046 -0.128 -0.062
C -1.313 5.037 9.692 0.034 -0.086 -0.110
C -0.739 3.777 9.581 -0.050 0.152 0.130
C -0.545 3.209 8.324 -0.102 0.203 -0.002
C 0.101 1.880 8.215 0.162 -0.250 0.814
O 0.440 1.271 9.212 -0.028 0.050 -0.258
H 0.900 -0.252 3.372 0.001 -0.015 0.065
H 1.733 -1.414 5.397 -0.053 0.066 0.029
H 1.359 -0.431 7.629 -0.117 0.169 0.005
H -0.268 1.914 3.580 -0.038 0.120 0.204
H -1.820 5.710 6.408 0.064 -0.187 0.007
H -2.135 6.720 8.636 0.032 -0.087 -0.018
H -1.459 5.479 10.671 0.016 -0.046 -0.080
H -0.438 3.242 10.475 0.030 -0.062 -0.189
```
Positions in Å, forces in eV/Å.

The charge is +1. The calculation puts the total energy at -50224.068 eV.

Mulliken population analysis, charges in e, atoms 1 to 5: atom 1 (C): 0.0167, atom 2 (C): -0.5295, atom 3 (C): -0.4537, atom 4 (C): -0.4490, atom 5 (C): -0.3327


| no. | HOMO-LUMO gap (eV) |
| --- | --- |
| 1 | 5.59 |
| 2 | 5.99 |
| 3 | 8.18 |